{
  "formula": "C50H101F6N6O8S2",
  "method": "the ωB97M-V functional and the def2-TZVPD basis",
  "spin_multiplicity": 1,
  "homo_lumo_gap_ev": 2.953,
  "lumo_energy_ev": -9.340,
  "max_force_ev_per_a": 3.8,
  "e_homo_ha": -0.4518,
  "charge": 3,
  "elements": ["H", "N", "C", "H", "F", "H", "O", "H", "C", "H", "C", "H", "H", "H", "H", "H", "C", "H", "C", "H", "H", "C", "H", "C", "H", "C", "F", "C", "C", "S", "H", "H", "H", "H", "H", "F", "C", "H", "O", "C", "H", "H", "H", "H", "H", "H", "C", "C", "C", "H", "H", "O", "H", "C", "H", "H", "F", "O", "H", "C", "C", "C", "C", "H", "C", "O", "C", "H", "O", "C", "H", "C", "F", "H", "H", "H", "C", "O", "H", "H", "H", "C", "H", "C", "H", "H", "H", "O", "C", "C", "H", "H", "H", "N", "C", "H", "H", "H", "C", "C", "C", "H", "H", "H", "S", "N", "H", "N", "H", "H", "H", "H", "H", "H", "N", "C", "H", "H", "H", "H", "H", "H", "H", "H", "C", "C", "F", "C", "H", "H", "H", "H", "C", "H", "H", "H", "C", "C", "H", "H", "C", "H", "H", "C", "H", "H", "H", "H", "H", "C", "H", "C", "H", "H", "N", "C", "C", "H", "H", "C", "H", "H", "H", "H", "H", "C", "C", "H", "H", "H", "H", "C", "H"],
  "coordinates": [[21.880557, -11.615388, -13.291119], [16.730863, -8.763438, -21.127908], [15.853875, -7.228597, -16.554432], [18.513588, -11.121158, -21.170554], [14.507967, -5.742686, -6.626447], [18.295452, -9.576859, -12.652171], [11.048192, -6.420368, -10.873127], [17.382640, -7.912189, -19.378159], [18.218212, -9.979619, -11.643848], [19.503558, -0.668643, -16.530550], [15.900274, -9.652108, -10.915331], [18.359118, -2.933840, -18.793340], [14.015797, -6.695912, -15.373668], [15.200568, -7.433368, -20.254521], [15.350493, -8.004663, -17.159015], [17.406208, 0.516886, -15.699063], [18.932938, -9.408695, -8.804042], [10.564995, -4.816572, -18.664777], [16.785028, -10.079882, -21.878786], [15.132240, -9.183848, -10.296520], [24.105749, -9.294718, -14.062737], [17.086014, -7.341952, -23.126425], [19.852622, -7.600256, -9.634702], [19.721689, -10.440798, -9.621643], [20.624978, -10.639520, -14.111467], [21.687119, -10.722861, -13.889979], [14.392751, -3.804008, -7.529204], [19.722688, -8.136803, -8.692204], [17.281592, -8.951976, -19.684467], [12.557390, -5.421633, -8.369621], [17.104707, -7.564598, -12.423461], [13.393717, -5.782437, -18.876667], [15.002618, -2.613068, -18.371910], [16.338285, -3.056237, -21.947937], [16.237514, -9.857690, -22.795777], [11.314917, -4.311666, -12.729530], [15.028586, -7.071167, -15.243671], [21.152837, -9.280847, -17.795916], [13.505813, -6.809019, -10.920536], [20.573791, -13.001660, -16.032931], [15.103995, -7.992436, -14.660452], [17.769948, -10.970796, -11.635200], [20.656326, -3.871952, -16.744153], [15.503962, -9.640853, -11.932842], [15.260059, -6.448942, -23.966138], [20.144408, -9.941513, -16.638790], [20.424206, -2.806711, -16.669953], [21.476528, -11.315064, -17.732168], [17.606234, -2.582183, -14.207629], [14.293034, -3.875250, -21.130186], [18.367701, -9.579867, -6.648569], [12.395374, -6.849775, -8.293995], [18.487808, -0.844557, -17.697964], [18.371306, -11.834087, -23.112199], [15.775145, -5.749636, -22.422440], [19.996446, -12.168363, -15.638249], [12.420862, -5.867879, -13.648368], [18.269566, -4.558787, -15.243747], [17.801806, -7.065670, -15.598297], [12.066437, -4.109623, -16.326555], [22.257760, -9.570045, -15.994924], [18.547316, -1.185169, -16.658120], [18.818767, -10.175092, -7.444148], [18.651720, -0.644217, -14.089474], [17.694381, -1.069431, -14.394939], [23.629691, -12.790661, -15.438567], [21.848030, -12.484877, -16.837117], [13.718312, -7.289348, -22.312538], [15.897792, -6.050772, -17.270087], [22.719705, -10.698233, -15.037716], [18.615343, -8.059878, -21.796357], [11.526496, -5.447311, -16.860744], [13.441182, -4.125718, -12.704008], [24.857673, -10.157076, -15.297801], [16.589667, -2.359275, -20.358728], [14.746126, -8.443563, -23.155624], [18.192075, -3.408957, -17.830330], [11.623086, -4.677967, -7.588838], [18.310761, -9.298933, -19.773192], [17.125666, -3.460064, -17.610028], [12.499054, -5.056926, -20.183974], [18.182124, -10.685657, -22.118386], [17.018094, -8.257515, -23.713667], [12.143392, -2.625461, -19.146805], [16.725212, -4.198521, -20.632807], [24.609246, -10.944364, -13.760423], [16.966188, -0.553034, -13.768470], [16.834029, -8.690493, -8.476068], [18.473000, -2.852514, -12.935622], [17.310781, -7.587782, -11.356419], [19.965638, -13.575196, -16.730601], [20.869629, -13.673866, -15.228372], [10.622909, -5.792083, -16.363915], [12.668755, -4.714702, -9.896956], [14.350838, -5.099829, -7.757262], [17.810757, -11.647883, -24.032488], [14.089177, -4.136268, -16.838622], [11.169603, -3.490073, -16.247771], [16.245134, -3.255552, -20.881239], [17.432089, -0.564979, -15.823866], [19.679302, -10.118916, -11.139853], [15.616915, -2.387375, -13.368147], [20.929201, -2.419660, -15.788208], [12.339877, -6.152409, -16.652439], [12.382557, -5.870198, -10.891629], [22.810463, -11.982223, -15.802901], [18.516750, -3.899916, -12.629946], [18.273492, -3.341844, -15.336088], [15.448222, -6.303932, -14.582413], [19.278828, -7.326710, -8.105867], [17.859006, -7.840315, -17.147905], [10.972202, -6.460748, -18.649959], [21.773295, -13.909759, -18.413318], [18.004604, -12.817800, -22.824043], [17.585824, -9.073543, -9.325639], [16.102182, -2.968348, -14.149923], [19.421195, -11.851074, -23.396410], [23.432243, -13.426426, -17.972361], [19.266921, -11.426739, -9.513925], [16.026180, -4.016385, -13.851506], [11.823860, -2.888815, -20.155637], [22.273305, -11.075112, -18.437399], [20.684936, -8.258569, -8.197253], [23.171565, -9.287343, -16.526520], [14.513774, -3.383045, -18.965667], [15.704231, -6.676145, -22.996644], [15.261645, -5.529760, -8.627507], [17.296475, -9.011199, -10.769555], [15.506427, -2.944457, -15.061768], [13.408291, -2.463703, -16.902001], [20.734442, -10.506526, -9.231036], [20.082758, -11.018292, -11.606718], [21.180405, -10.006060, -16.977622], [17.203778, -8.726087, -15.781031], [16.460693, -0.809796, -16.259432], [12.739211, -1.750409, -19.407228], [22.446194, -13.689967, -17.588358], [12.593029, -5.070525, -19.100013], [12.464612, -4.237750, -15.321005], [14.767330, -9.068626, -20.606419], [13.220364, -3.519057, -17.082513], [18.606571, -4.417937, -17.860588], [18.924555, -9.918112, -22.333988], [14.735692, -7.669092, -22.385647], [14.221214, -2.264174, -20.868092], [16.609156, -6.917957, -10.855166], [18.292931, -7.154671, -11.152060], [16.066794, -10.772080, -21.435345], [21.983535, -8.620430, -15.537679], [14.760500, -3.127226, -20.475768], [15.729978, -10.717443, -10.735193], [17.611488, -7.637309, -21.766049], [18.238729, -2.238475, -12.069150], [11.313615, -2.340445, -18.507684], [13.055203, -3.712825, -18.620843], [12.465583, -5.011040, -12.632397], [18.868608, -2.736490, -16.651333], [22.584658, -14.468820, -16.842383], [21.914065, -9.874950, -13.245131], [17.240052, -7.737136, -16.252404], [20.597797, -11.705978, -18.245822], [17.654101, -6.833537, -21.032408], [16.698359, -9.619516, -19.057790], [20.291493, -9.236958, -11.330149], [18.281586, -11.116649, -7.545648], [15.277229, -8.200484, -21.027045], [24.132547, -10.296308, -14.493356], [19.529357, -2.683037, -13.159754], [15.038908, -4.306981, -18.701772], [20.716367, -2.313469, -17.594778], [19.764703, -10.414903, -6.957488], [11.360526, -5.493592, -18.328784], [17.696723, -6.656696, -23.714547]],
  "forces_ev_per_a": [[-0.30, -0.02, 0.16], [0.56, 0.88, 1.48], [-0.89, 1.53, -0.02], [0.00, 0.28, 0.23], [0.48, -0.45, 0.74], [-0.59, -0.04, -0.03], [0.75, 0.35, -0.39], [-0.54, -0.25, 0.97], [1.35, 0.82, 1.61], [-0.05, -0.02, 1.21], [-1.96, 0.01, 0.05], [0.23, 0.36, 0.30], [-0.15, -0.63, -0.33], [0.71, 0.13, 0.01], [-0.17, -0.39, 0.00], [0.58, 0.09, -0.77], [2.01, -2.69, 1.79], [-0.21, 0.09, 0.22], [-0.83, 0.19, -1.27], [0.14, 0.49, -0.13], [-0.57, -0.08, 0.15], [-0.93, 1.31, -0.64], [0.35, -0.52, -0.29], [-1.05, 0.37, -2.03], [0.14, -0.21, -0.57], [0.59, -1.08, 0.73], [1.11, 0.60, -0.20], [0.03, 2.25, 0.15], [0.44, 1.11, -1.73], [-0.32, 0.38, -0.28], [-0.05, -0.43, 0.06], [0.28, 0.23, 0.19], [-0.88, 0.38, 0.19], [0.08, -0.08, 0.01], [0.54, -0.12, -0.37], [0.10, 0.24, -0.20], [0.97, 0.02, 0.11], [0.15, 0.31, 0.17], [-0.32, 0.08, -0.82], [0.83, 0.54, -0.20], [-0.65, -0.12, 0.03], [-0.07, 0.07, -0.18], [0.39, 0.03, -0.13], [0.46, 0.83, -0.20], [0.43, 0.31, -0.13], [0.16, -0.33, 0.69], [-1.18, -1.76, 0.10], [-0.09, 0.18, 0.63], [-0.09, 1.54, 0.90], [-0.51, -0.54, 0.69], [-0.49, 0.05, -0.27], [0.69, 0.21, -0.48], [-0.76, -0.70, -0.30], [-0.96, 0.56, -1.14], [0.09, 0.04, 0.00], [-0.05, -0.09, 0.00], [1.03, -0.20, -0.07], [0.13, 2.73, -0.32], [-0.20, 0.13, 0.13], [-1.51, 0.14, 0.50], [0.74, -0.48, -1.24], [0.98, 1.28, -1.36], [-0.73, 1.08, 0.98], [0.19, -0.31, -0.05], [-0.68, 0.92, -0.91], [-0.80, 1.76, -0.41], [-0.86, -0.19, 0.01], [0.04, -0.04, 0.32], [0.09, 0.38, -0.29], [0.08, 2.75, 0.45], [0.02, 0.09, -0.04], [2.04, -0.50, 0.83], [1.13, 0.00, -0.84], [-0.16, -0.40, -0.27], [1.45, -0.41, -0.11], [-0.56, -0.45, 0.38], [0.20, -1.17, 0.90], [0.75, 0.65, 0.20], [-0.13, -0.34, -0.14], [-0.06, -0.28, -0.30], [-0.29, 0.35, 0.06], [0.13, -0.33, 1.33], [0.03, 0.03, -0.05], [0.64, 0.26, -1.21], [-0.08, 0.13, 0.40], [-0.43, -0.26, 0.01], [-0.06, -0.57, 0.42], [0.07, -0.49, -2.00], [0.46, -1.34, -0.35], [0.47, 0.71, 1.48], [0.06, 0.10, -0.10], [0.05, 0.04, 0.02], [0.10, 0.25, 0.24], [-0.21, -0.50, 1.74], [-3.00, -0.21, -0.48], [0.15, 0.22, -0.13], [0.21, 0.12, -0.06], [0.37, 0.64, 0.02], [-1.18, 2.13, 0.40], [0.45, -1.10, 0.63], [-0.31, -0.56, 0.98], [0.11, 0.13, -0.09], [-0.20, 0.36, -0.09], [-0.29, -0.44, 0.25], [0.48, -1.93, -1.67], [0.90, -2.64, 1.49], [-0.69, -0.08, 0.02], [0.06, -2.68, -0.62], [0.51, 0.11, -0.22], [-0.62, -0.48, 0.36], [-0.17, 0.07, -0.20], [0.47, -0.16, -0.11], [0.03, -0.36, 0.16], [0.26, 0.10, 0.57], [0.42, 1.31, 2.08], [0.50, -1.56, 0.63], [-0.02, -0.35, 0.12], [-0.03, -0.07, -0.19], [-0.03, 0.00, 0.23], [0.00, -0.01, 0.16], [-0.51, -0.48, 0.28], [0.03, -0.46, -0.16], [0.05, -0.57, -0.32], [-0.16, -0.08, -0.50], [0.50, -1.76, -2.79], [-0.35, -0.09, -0.18], [0.40, 0.41, -0.09], [-1.49, -2.27, -2.69], [0.46, 0.57, -0.28], [-0.16, -0.01, -0.10], [-0.03, 0.17, 0.00], [0.34, 0.34, -0.39], [-0.54, 0.30, -1.31], [0.04, -0.09, 0.15], [-0.15, -0.33, 0.38], [0.13, 0.15, 0.82], [0.40, 1.21, 0.93], [1.04, -0.77, 0.98], [-0.39, -0.07, 0.12], [-0.52, 0.11, -0.32], [-1.05, -1.92, -0.56], [-0.51, -0.23, -0.30], [-0.22, 0.12, -0.25], [1.02, -0.80, 0.38], [0.80, 0.66, 0.29], [-0.33, -0.27, 0.00], [0.13, 0.04, -0.36], [0.39, -0.01, 0.71], [-0.17, -0.43, 0.76], [-0.89, -1.91, -0.80], [1.15, -0.15, 0.65], [0.46, -1.86, 0.49], [-0.45, 0.12, -0.28], [0.09, -0.42, 0.15], [1.14, 2.71, 0.86], [-2.55, 0.15, 2.66], [-0.21, 3.20, 0.62], [-0.21, -0.50, -0.54], [0.21, 0.04, -0.16], [0.80, -0.64, 0.36], [0.02, 0.47, -0.41], [-0.45, 0.22, -0.25], [-0.33, 0.27, -0.16], [-0.02, -0.04, -0.32], [-0.17, 0.13, -0.13], [-0.06, -1.08, -0.43], [0.11, -0.11, -0.36], [-0.06, 0.52, -0.25], [0.08, -0.07, 0.12], [0.19, 0.10, 0.16], [0.45, 0.06, -0.85], [-1.41, 1.06, -1.76], [0.48, -0.13, 0.34]],
  "lowdin_charge": [0.103, -0.226, -0.662, 0.099, 0.157, 0.112, -0.283, 0.079, -0.089, 0.115, -0.012, 0.091, 0.041, 0.125, 0.104, 0.130, -0.442, 0.124, -0.117, 0.097, 0.104, -0.150, 0.080, -0.126, 0.082, -0.014, 0.148, 0.000, 0.027, 0.627, 0.093, 0.125, 0.124, 0.083, 0.110, 0.099, -0.052, 0.117, -0.377, 0.034, 0.069, 0.118, 0.085, 0.106, 0.128, 0.108, 0.005, -0.117, -0.404, 0.095, 0.097, -0.304, 0.124, -0.078, 0.098, 0.074, 0.119, 0.192, 0.052, -0.146, -0.120, -0.136, -0.003, 0.130, -0.152, 0.239, -0.434, 0.124, -0.298, -0.404, 0.117, -0.170, 0.121, 0.099, 0.072, 0.113, -0.019, -0.263, 0.089, 0.076, 0.126, -0.220, 0.120, 0.026, 0.064, 0.098, 0.136, 0.285, 0.006, 0.027, 0.107, 0.104, 0.138, -0.304, -0.698, 0.081, 0.109, 0.128, -0.090, -0.146, -0.171, 0.108, 0.096, 0.106, 0.546, 0.028, 0.080, 0.046, 0.056, 0.111, 0.039, 0.134, 0.110, 0.083, 0.022, 0.020, 0.084, 0.105, 0.128, 0.076, 0.112, 0.137, 0.116, 0.126, -0.141, -0.180, 0.116, -0.389, 0.080, 0.138, 0.137, 0.097, -0.169, 0.064, 0.109, 0.101, 0.010, -0.100, 0.094, 0.130, -0.102, 0.089, 0.100, -0.147, 0.109, 0.098, 0.077, 0.145, 0.138, -0.222, 0.100, -0.096, 0.111, 0.115, -0.205, -0.654, -0.387, 0.098, 0.096, -0.108, 0.130, 0.130, 0.115, 0.105, 0.101, -0.060, -0.001, 0.090, 0.093, 0.108, 0.108, -0.180, 0.135]
}